Record 1
Computed, not measured: a molecular structure, C4H5NS2, with wB97M-V/def2-TZVPD.

As for the spin multiplicity: 1. The value obtained for the orbital gap is 8.4 eV.

XYZ file:
```
12
Properties=species:S:1:pos:R:3:forces:R:3
C -1.08857 -0.32163 -0.63865 -1.953 -0.538 0.344
C -0.04323 -0.92018 0.29240 2.335 1.476 0.376
C 1.25942 1.24563 0.10224 1.183 -4.402 1.765
C 0.05120 0.47766 -0.40302 2.390 1.637 0.110
H -2.00060 -0.85581 1.69102 -1.980 1.530 -3.498
H -1.32559 -0.59802 -1.65991 0.852 -0.387 -0.134
H -0.17856 -0.55561 1.40390 -0.032 -1.485 -1.986
H 1.32311 2.27567 0.16600 0.420 1.893 0.230
H 0.71225 0.41271 -1.24197 -0.591 -1.077 -2.147
N 2.28280 0.41056 0.28557 -2.546 0.997 -0.813
S -2.66107 -0.25491 0.10491 0.035 -1.088 4.507
S 1.66884 -1.31607 -0.10247 -0.111 1.445 1.247
```
Forces are in eV/Å.

Mulliken atomic charge list, values in e, 5 entries: 0.28 -0.43 -0.35 0.00 0.18

Record 2
Computed, not measured: a gas-phase ion, C4H5O2 (charge -1), with wB97M-V/def2-TZVPD.

As for the charge: -1. As for the expectation value of S²: 2.013. As for the spin multiplicity: 3. The value obtained for the orbital gap (alpha / beta) is 6.9 / 7.2 eV.

XYZ file:
```
11
Properties=species:S:1:pos:R:3:forces:R:3
C -1.74966 -0.67168 -0.11274 0.683 -3.192 0.797
C 1.31464 1.20537 -0.03953 1.319 0.045 -2.844
C 0.58170 0.02393 0.62200 -1.339 4.277 -0.576
C -0.28045 -0.56781 -0.41349 0.558 -0.434 -1.863
O -2.43853 0.16908 0.48056 0.328 0.688 -0.619
O -2.00830 -1.93148 -0.23349 -0.624 0.994 -0.506
H 0.77147 1.91592 -0.76550 0.203 -0.959 1.791
H 2.27440 0.95800 -0.64767 -1.138 0.218 1.553
H 1.29895 -0.59931 1.04042 1.248 -1.374 0.970
H -0.08684 0.52441 1.39040 0.647 -0.973 -0.511
H 0.32263 -1.02643 -1.32098 -1.885 0.711 1.809
```
Forces are in eV/Å.

Mulliken atomic charge list, values in e, 5 entries: 0.51 -0.84 -0.12 -0.43 -0.71

Record 3
Computed, not measured: a single C4H5O2P molecule, with wB97M-V/def2-TZVPD.

The SMILES is O=C1C=C[P@H](=O)C1. As for the spin multiplicity: 1. The value obtained for the orbital gap is 9.7 eV.

XYZ file:
```
12
Properties=species:S:1:pos:R:3:forces:R:3
C 0.67492 -1.12826 0.62672 0.530 0.205 -0.949
C -0.34280 -1.34733 -0.20071 -0.351 -0.494 0.674
C 1.21538 0.31185 0.66621 0.987 -1.369 1.082
C 0.41529 1.19638 -0.22315 0.989 2.006 -0.972
O 2.14144 0.63209 1.37632 -0.458 0.002 -0.477
O -1.50023 0.48854 -1.93677 -1.344 0.159 -2.321
P -1.05850 0.23630 -0.58784 1.279 0.143 -1.016
H 1.14199 -2.01768 1.00390 0.814 0.254 0.721
H -0.65088 -2.39050 -0.40891 -0.240 1.025 -0.026
H 0.31524 2.17688 0.27879 -0.424 -0.552 0.054
H 0.89548 1.57258 -1.24030 -0.780 -1.493 1.883
H -1.96625 0.52180 0.36020 -1.002 0.114 1.350
```
Forces are in eV/Å.

Mulliken atomic charge list, values in e, 5 entries: -0.28 -0.31 0.37 -0.45 -0.53

Record 4
Computed, not measured: a gas-phase ion, C4H5O2S2 (charge -1), with wB97M-V/def2-TZVPD.

As for the charge: -1. As for the spin multiplicity: 1. The value obtained for the orbital gap is 7.3 eV.

XYZ file:
```
13
Properties=species:S:1:pos:R:3:forces:R:3
C -0.07879 0.88297 -0.15192 1.334 2.266 -0.762
C 0.90061 0.09173 0.27710 0.002 -0.496 0.207
C -1.50638 0.36756 -0.19265 -0.435 0.177 0.514
C -1.49753 -1.15440 0.03190 1.005 -0.888 0.467
O 3.17590 1.65035 -0.22172 0.148 -0.632 0.324
O 3.37042 -0.86242 -0.11323 0.480 0.850 0.354
S 0.27339 -1.55981 0.52692 -0.082 0.020 0.429
S 3.01087 0.40733 0.57082 -1.818 -0.540 -1.206
H 0.25955 1.96439 -0.40345 -1.081 -1.706 0.372
H -2.00037 0.79860 0.69187 -0.111 0.074 -0.177
H -2.16517 0.63452 -1.03996 0.647 0.074 0.048
H -2.15680 -1.43053 0.92012 0.631 -0.013 -1.622
H -1.58571 -1.79029 -0.89578 -0.719 0.815 1.053
```
Forces are in eV/Å.

Mulliken atomic charge list, values in e, 5 entries: -0.32 -0.10 -0.47 -0.47 -0.58

Record 5
Computed, not measured: a gas-phase ion, C4H5O4P (charge -2), with wB97M-V/def2-TZVPD.

The SMILES is C[P@](=O)([O-])/C=C/C(=O)[O-]. As for the charge: -2. As for the spin multiplicity: 1. The value obtained for the orbital gap is 7.5 eV.

XYZ file:
```
14
Properties=species:S:1:pos:R:3:forces:R:3
C 3.47211 -2.50625 -0.14460 -0.870 -1.549 2.371
C 2.14133 -1.75258 -0.18804 -0.590 -0.051 1.373
C 2.00461 -0.60541 -0.82294 -4.183 0.952 1.059
C -1.49208 0.68665 0.04250 1.914 -5.452 -1.968
O 4.09832 -2.55446 -1.19458 1.212 0.052 -1.157
O 0.84336 1.94437 -0.16972 2.073 3.267 2.120
O 3.75434 -3.08295 0.98516 -0.426 1.036 -1.599
O -0.08648 0.79654 -2.23006 0.006 -0.352 -1.955
P 0.36800 0.75754 -0.82638 -1.464 -2.829 -0.907
H 1.30824 -2.08600 0.49391 1.054 0.197 -0.576
H 2.67982 -0.22438 -1.51886 1.305 0.633 -0.931
H -1.28914 0.83753 1.03792 -0.135 1.046 2.370
H -1.83703 -0.45631 -0.03087 0.331 2.267 0.050
H -2.14477 1.28931 -0.53760 -0.226 0.784 -0.249
```
Forces are in eV/Å.

Mulliken atomic charge list, values in e, 5 entries: 0.34 -0.05 -0.48 -1.07 -0.68

Record 6
Computed, not measured: a molecular structure, C4H5O4Pd, with wB97M-V/def2-TZVPD.

As for the charge: +1. As for the expectation value of S²: 2.006. As for the spin multiplicity: 3. The value obtained for the orbital gap (alpha / beta) is 7.0 / 7.7 eV.

XYZ file:
```
14
Properties=species:S:1:pos:R:3:forces:R:3
O -1.77366 1.29319 1.19000 -8.475 8.473 9.870
C -2.54247 2.11778 1.49503 -1.058 1.331 0.933
O -3.28549 2.93255 1.81053 0.216 -0.314 -0.196
O -0.67324 0.08196 -1.47909 1.464 -2.513 -8.611
C 0.42362 -0.62532 -1.81461 1.550 -0.543 -1.649
C 1.42657 -1.09093 -0.82742 0.481 0.024 0.560
O 1.53201 -0.94323 0.40286 0.799 -0.656 -0.441
C 0.56719 -0.23741 1.32275 2.817 -1.307 2.078
Pd -0.83011 0.40099 0.17640 3.319 -5.119 -2.373
H 1.09346 -0.10837 -2.54906 -0.264 -0.046 0.106
H 0.20747 -1.58453 -2.35223 -0.283 0.430 0.101
H 2.27028 -1.64043 -1.27044 -0.263 0.073 0.085
H 1.24629 0.44326 1.85517 -0.217 -0.015 -0.253
H 0.33807 -1.03953 2.04010 -0.085 0.181 -0.209
```
Forces are in eV/Å.

Mulliken atomic charge list, values in e, 5 entries: -0.50 0.58 -0.25 -0.75 -0.11

Record 7
Computed, not measured: a molecular structure, C4H5O5Pm, with wB97M-V/def2-TZVPD.

As for the charge: +3. As for the expectation value of S²: 8.854. As for the spin multiplicity: 6. The value obtained for the orbital gap (alpha / beta) is 4.3 / 7.5 eV.

XYZ file:
```
15
Properties=species:S:1:pos:R:3:forces:R:3
O -0.78120 -0.19264 -0.93851 -2.058 0.769 -1.981
C -1.22277 0.97746 -0.48580 3.135 -0.927 2.590
O -2.42440 1.19262 -0.66684 -3.041 -0.685 -2.063
O -0.46592 1.69104 0.26276 -1.662 -0.079 -1.007
Pm -3.40385 -0.61589 -1.91038 1.713 1.904 1.598
C 0.86830 1.20314 0.57302 0.888 -0.250 -0.332
C 0.82996 -0.23577 1.02962 -0.876 -0.857 -0.319
H 1.48311 1.35059 -0.32275 -0.073 0.131 0.207
H 1.22077 1.84712 1.38243 -0.027 -0.047 -0.162
H 0.27643 -0.33960 1.97004 0.078 -0.071 -0.171
H 1.83701 -0.64530 1.16651 -0.161 -0.025 -0.067
O -0.71376 -2.02301 0.48074 0.013 0.297 0.059
C 0.10640 -1.21074 -0.10802 2.016 -0.099 1.776
O 0.86699 -1.79583 -1.01985 -0.285 -0.059 -0.144
H 1.52292 -1.20320 -1.41297 0.339 -0.001 0.015
```
Forces are in eV/Å.

Mulliken atomic charge list, values in e, 5 entries: -0.59 1.14 -0.71 -0.21 2.45

Record 8
Computed, not measured: a single C4H5OP molecule, with wB97M-V/def2-TZVPD.

The SMILES is CCC#CP=O. As for the spin multiplicity: 1. The value obtained for the orbital gap is 9.1 eV.

XYZ file:
```
11
Properties=species:S:1:pos:R:3:forces:R:3
C 0.26959 -0.66040 -0.00553 -0.703 -1.942 1.172
C -0.17511 -1.51328 0.75004 0.384 0.155 -0.647
C -0.10016 1.67906 -0.01304 -0.833 -0.343 0.716
C 0.58649 0.49843 -0.75812 2.609 1.641 -1.371
O -0.91176 -4.01887 0.57738 -0.071 -0.295 -0.067
P -0.89237 -2.95156 1.59016 0.305 0.677 -0.192
H -1.18547 1.81506 -0.25271 0.865 -0.512 -0.051
H 0.36990 2.60647 -0.28255 0.323 0.488 0.201
H -0.07581 1.46783 1.10695 0.277 0.576 -1.497
H 1.80227 0.68682 -0.87209 -2.989 -0.566 0.741
H 0.31242 0.39045 -1.84049 -0.167 0.122 0.995
```
Forces are in eV/Å.

Mulliken atomic charge list, values in e, 5 entries: 0.42 -0.24 -1.05 -0.35 -0.41

Record 9
Computed, not measured: a molecular structure, C4H6, with wB97M-V/def2-TZVPD.

As for the expectation value of S²: 2.007. As for the spin multiplicity: 3. The value obtained for the orbital gap (alpha / beta) is 8.5 / 9.2 eV.

XYZ file:
```
10
Properties=species:S:1:pos:R:3:forces:R:3
C -0.36599 0.02463 0.14420 -3.260 -3.025 -1.552
C -1.23612 -1.29589 -1.15312 1.001 5.580 0.538
C 0.50040 1.17053 0.00929 0.660 -3.148 -1.616
C 0.88196 -0.11851 0.82557 1.769 -1.880 0.903
H -1.45990 -2.16945 -0.62208 -0.407 -1.118 0.456
H -1.90945 -0.69528 -1.89227 1.370 -1.566 1.505
H 0.86203 1.31774 -0.96706 0.800 0.473 -1.012
H 0.32344 1.98445 0.58743 -0.424 2.423 1.581
H 0.94125 0.16557 1.91678 -0.144 -0.696 -1.122
H 1.57553 -1.08808 0.56219 -1.365 2.957 0.319
```
Forces are in eV/Å.

Mulliken atomic charge list, values in e, 5 entries: 0.04 -0.63 -0.53 -0.38 0.35

Record 10
Computed, not measured: a molecular structure, C4H6AgLiO2, with wB97M-V/def2-TZVPD.

As for the spin multiplicity: 1. The value obtained for the orbital gap is 5.3 eV.

XYZ file:
```
14
Properties=species:S:1:pos:R:3:forces:R:3
O -0.26098 -1.01228 0.85652 1.219 0.946 -0.326
C -0.57630 -0.64788 2.07847 -1.120 0.213 -0.299
C 0.24762 0.34290 2.72238 -0.090 0.469 -0.071
Ag -2.52181 -0.88014 0.42709 0.502 0.289 0.864
Li 0.63587 0.58714 0.08496 -0.911 -0.131 0.774
H 1.32509 0.33601 2.45892 -0.156 0.113 -0.251
H 0.13896 0.44726 3.80858 -0.148 0.007 -0.408
C -1.16636 2.19604 0.73906 1.087 0.085 -0.059
C -0.60493 2.26984 2.05361 -0.765 -0.526 -0.550
O -2.42478 1.54285 0.61682 -0.665 -0.363 0.111
H -1.19777 3.09649 0.11513 0.579 -0.168 0.193
H 0.18146 3.02419 2.17150 -0.036 -0.505 -0.022
H -1.32491 2.29957 2.88573 0.498 -0.445 -0.009
H -3.01084 1.82894 1.32849 0.008 0.017 0.052
```
Forces are in eV/Å.

Mulliken atomic charge list, values in e, 5 entries: -0.71 -0.05 -0.70 0.43 0.75

Record 11
Computed, not measured: a molecular structure, C4H6AlLiO2, with wB97M-V/def2-TZVPD.

As for the charge: +2. As for the spin multiplicity: 1. The value obtained for the orbital gap (alpha / beta) is 5.6 / 5.7 eV.

XYZ file:
```
14
Properties=species:S:1:pos:R:3:forces:R:3
O 0.35921 0.36964 2.40627 9.508 -1.490 -5.346
C 1.36949 -0.05977 1.66512 -11.606 0.848 6.205
C 1.07974 -1.08286 0.70897 2.081 -0.373 -1.993
Al -2.58951 -0.40586 -0.88886 -1.985 -1.193 -1.639
Li -0.98326 1.54878 -2.60616 0.196 0.481 -0.149
H 0.19187 -1.70090 0.93526 0.669 0.450 0.636
H 1.92774 -1.68078 0.35935 -0.202 0.321 -0.124
C -0.36828 1.01264 -0.45987 1.229 0.001 -0.930
C 0.50935 -0.06240 -0.85375 -0.043 0.338 0.754
O -1.59677 0.55227 0.18166 0.560 0.431 1.697
H 0.08916 1.78995 0.16047 -0.497 0.158 -0.482
H 1.45848 0.24902 -1.31412 -0.327 -0.061 0.335
H 0.04336 -0.88320 -1.41225 0.378 -0.190 0.427
H -1.49060 0.35347 1.11790 0.040 0.280 0.609
```
Forces are in eV/Å.

Mulliken atomic charge list, values in e, 5 entries: -0.23 0.46 -0.46 0.48 0.95

Record 12
Computed, not measured: a molecular structure, C4H6BeCl2O4, with wB97M-V/def2-TZVPD.

As for the charge: -2. As for the spin multiplicity: 1. The value obtained for the orbital gap is 5.9 eV.

XYZ file:
```
17
Properties=species:S:1:pos:R:3:forces:R:3
Be -2.36742 -5.23718 7.03725 1.642 -4.185 -4.829
C -3.99369 -7.13182 3.88102 -0.267 0.365 0.556
C -3.61357 -6.99301 5.35569 -1.088 1.742 0.016
O -3.95374 -5.81544 5.76962 1.460 -0.774 1.221
O -3.14627 -7.88941 6.03878 0.433 -1.041 0.046
H -4.94071 -7.66076 3.85748 -0.273 -0.237 -0.192
H -3.26730 -7.64452 3.28486 0.481 -0.341 -0.323
H -4.14465 -6.09884 3.58016 0.057 -0.140 -0.523
C -3.57235 -3.41525 9.73199 -1.000 -0.290 0.513
C -3.10438 -4.59283 8.87273 -0.023 4.358 -2.961
O -2.79394 -5.71819 9.04355 -0.074 -3.492 2.932
O -2.94703 -4.14972 7.62715 -2.690 4.684 3.660
H -3.40602 -2.51990 9.12593 0.358 -0.166 0.430
H -3.19675 -3.35613 10.75950 0.362 -0.093 -0.330
H -4.66815 -3.44358 9.85571 0.184 -0.324 -0.150
Cl -1.60211 -3.84581 4.80546 -0.023 0.402 -0.390
Cl -0.54912 -5.89664 7.08127 0.463 -0.469 0.324
```
Forces are in eV/Å.

Mulliken atomic charge list, values in e, 5 entries: 0.15 -1.05 0.74 -0.62 -0.70

Quick rundown of M, same order as above: 131.2; 85.1; 116.1; 149.2; 148.1; 223.5; 278.1; 100.1; 54.1; 200.9; 120.0; 198.0 g mol⁻¹